Record 1
{
  "formula": "C4H4N2O",
  "method": "the ωB97M-V functional and the def2-TZVPD basis",
  "elements": ["N", "C", "C", "C", "C", "N", "O", "H", "H", "H", "H"],
  "coordinates": [[2.09302, 1.87217, 0.70257], [1.68972, 0.83164, 0.37381], [1.33196, -0.49863, 0.03534], [0.14814, -0.97019, -0.35717], [-1.26856, -0.41067, -0.34144], [-1.35584, 0.94003, -0.05652], [-2.23851, -1.15029, -0.51252], [2.15526, -1.21099, 0.14950], [0.14480, -1.98604, -0.73950], [-2.19065, 1.23686, 0.41959], [-0.50933, 1.34610, 0.32635]],
  "mulliken_charge": [-0.3638, 0.0123, -0.2091, -0.1196, 0.5590, -0.4029, -0.5618, 0.3245, 0.3348, 0.2718, 0.1547],
  "smiles": "N#C/C=C\\C(N)=O",
  "total_charge": 0,
  "lumo_ev": -0.77
}

***

Record 2
{
  "formula": "C31H49AlNO3P2S",
  "method": "the ωB97M-V functional and the def2-TZVPD basis",
  "elements": ["Al", "C", "C", "C", "C", "C", "C", "H", "H", "H", "C", "H", "H", "H", "C", "H", "H", "H", "C", "H", "H", "H", "C", "H", "H", "H", "C", "C", "C", "C", "C", "C", "C", "C", "H", "H", "H", "H", "H", "H", "H", "H", "H", "H", "H", "H", "P", "C", "H", "H", "H", "C", "H", "H", "H", "C", "H", "H", "H", "P", "C", "H", "H", "H", "C", "H", "H", "H", "C", "H", "H", "H", "O", "S", "O", "N", "C", "O", "C", "C", "C", "C", "C", "C", "H", "H", "H", "H"],
  "coordinates": [[-0.15886, -0.88022, -0.84905], [-2.69068, 1.98239, -0.55161], [-3.43438, 1.14972, -1.45620], [-2.49116, -0.21623, 0.14949], [-2.29741, 1.18875, 0.52356], [-3.29499, -0.17715, -1.03677], [-2.53650, 3.45325, -0.66567], [-2.46224, 3.77960, -1.71191], [-1.62293, 3.76733, -0.14991], [-3.38713, 3.97992, -0.20734], [-1.97213, 1.73091, 1.85169], [-1.18304, 2.49823, 1.78496], [-1.64638, 0.95638, 2.55301], [-2.86255, 2.22137, 2.31132], [-2.62993, -1.31514, 1.14099], [-3.65420, -1.29677, 1.55828], [-1.91454, -1.17019, 1.95844], [-2.45416, -2.31250, 0.70605], [-4.02842, -1.33441, -1.58678], [-4.94999, -0.99221, -2.07820], [-4.31223, -2.03164, -0.78979], [-3.44830, -1.89901, -2.32986], [-4.35608, 1.65873, -2.50827], [-5.25193, 2.11101, -2.04052], [-4.69038, 0.83253, -3.14919], [-3.87713, 2.44273, -3.11679], [1.39204, 0.12731, -1.53056], [0.22464, 0.95946, -1.58875], [-0.37149, 1.35207, -2.93630], [-1.14466, 0.22585, -3.67087], [-0.86606, -1.14109, -3.09391], [0.38416, -1.73056, -3.23619], [1.57104, -1.00724, -3.80350], [2.19766, -0.02908, -2.81767], [0.42752, 1.74307, -3.60151], [-0.94132, 0.28609, -4.75842], [-1.06957, 2.20581, -2.79291], [2.27898, 0.96859, -3.27153], [2.02055, 0.14598, -0.64023], [0.10587, 1.74819, -0.81598], [3.23714, -0.30545, -2.57279], [2.31798, -1.75842, -4.13325], [0.44369, -2.82139, -3.36351], [1.30540, -0.48424, -4.74289], [-2.22961, 0.40788, -3.62985], [-1.71316, -1.82912, -3.15065], [1.97554, 2.63135, 0.27712], [1.73803, 3.05373, 2.02968], [2.43195, 3.87331, 2.25873], [1.94740, 2.18526, 2.68080], [0.68912, 3.36738, 2.15808], [3.60412, 1.82417, 0.29923], [4.31584, 2.50483, 0.78292], [3.89843, 1.60774, -0.73582], [3.54164, 0.88413, 0.87127], [2.23658, 4.16343, -0.63705], [2.30537, 3.91855, -1.70574], [3.17078, 4.61660, -0.29039], [1.38008, 4.83027, -0.46879], [0.97508, -2.94837, -0.54935], [-0.47886, -3.92885, -1.01639], [-0.20332, -4.66630, -1.78546], [-1.25195, -3.24598, -1.41594], [-0.89273, -4.42114, -0.11912], [2.46514, -3.24012, -1.52635], [2.33741, -3.06800, -2.59244], [2.73637, -4.28397, -1.34109], [3.26396, -2.58357, -1.16591], [1.52253, -3.65052, 1.01977], [2.02762, -4.58837, 0.75897], [0.68353, -3.84091, 1.69450], [2.23528, -2.97882, 1.50954], [4.05514, 0.36949, 3.54358], [3.24749, -0.82355, 3.30680], [3.86438, -2.11764, 3.35405], [2.33068, -0.62384, 1.89036], [1.03885, -0.56886, 2.11389], [0.14095, -0.46565, 1.15896], [0.72144, -0.64421, 3.56713], [-0.49753, -0.59648, 4.24349], [-0.51590, -0.61813, 5.64247], [0.66190, -0.72643, 6.39914], [1.89601, -0.83607, 5.73775], [1.86882, -0.78507, 4.34058], [-1.41755, -0.55121, 3.66469], [-1.48102, -0.54293, 6.14005], [0.62143, -0.72898, 7.48702], [2.84682, -0.94736, 6.26064]],
  "mulliken_charge": [-2.5549, 0.3528, 0.9920, 2.0137, 0.1015, 0.5001, -1.8335, 0.3712, 0.2735, 0.3975, -0.9838, -0.0009, -0.2660, 0.3909, -1.3224, 0.4684, -0.3925, 0.3984, -1.3995, 0.5158, 0.4092, -0.0511, -1.8458, 0.3678, 0.4818, 0.3355, 0.8924, 0.7256, -1.3354, -1.5661, 0.0678, -0.6175, -1.3939, -2.1464, 0.7772, 0.6475, 0.2801, 0.6021, 0.8105, -0.2046, 0.5003, 0.5506, 0.8029, 0.3465, 0.1144, 1.0113, 1.7591, -1.3438, 0.5056, 0.1911, 0.3613, -1.0409, 0.5048, 0.2823, -0.0161, -1.4621, 0.3407, 0.4698, 0.3584, 1.5580, -1.4298, 0.4153, 0.5456, 0.4107, -1.4205, 0.3227, 0.6387, 0.2836, -1.1075, 0.5956, 0.4459, 0.1602, -0.6799, 1.1596, -0.6855, -0.2874, -0.8814, 1.1095, 1.0513, -0.0118, -1.1729, -0.5980, -0.8512, 0.0777, 0.5256, 0.4312, 0.4136, 0.4855],
  "total_charge": 1,
  "lumo_ev": [-4.78, -4.78]
}

***

Record 3
{
  "formula": "C33H48F3N3O6P",
  "method": "the ωB97M-V functional and the def2-TZVPD basis",
  "elements": ["O", "C", "O", "C", "C", "C", "P", "C", "C", "C", "C", "C", "C", "C", "C", "C", "C", "C", "C", "N", "C", "C", "C", "C", "C", "F", "F", "F", "H", "H", "H", "H", "H", "H", "H", "H", "H", "H", "H", "H", "H", "H", "H", "H", "H", "H", "H", "H", "H", "H", "H", "H", "H", "H", "H", "H", "H", "H", "H", "H", "H", "H", "H", "H", "H", "H", "C", "C", "C", "C", "C", "C", "N", "O", "O", "H", "H", "H", "H", "H", "C", "C", "C", "C", "C", "C", "N", "O", "O", "H", "H", "H", "H", "H"],
  "coordinates": [[7.09451, 2.83335, 2.94066], [5.86278, 3.00360, 3.17036], [5.38628, 4.33946, 3.33728], [4.83832, 1.79193, 3.26612], [3.87999, 1.62559, 1.97538], [4.35450, 2.48339, 0.69306], [3.31949, 2.01407, -0.88088], [4.28185, 0.38307, -1.15167], [3.61311, -0.62379, -2.20881], [2.17129, -1.19074, -1.76834], [2.19907, -2.72108, -1.28202], [1.45669, -3.01080, 0.10764], [1.72184, -1.92967, 1.26161], [0.45561, -0.92828, 1.35642], [-0.83305, -1.62015, 2.08622], [-2.10888, -1.72262, 1.10768], [-3.27112, -0.65258, 1.43421], [-4.02796, -0.18854, 0.09227], [-5.62414, -0.03001, 0.24756], [-6.04504, 1.39307, 0.04958], [-5.71468, 2.26373, -1.04503], [-6.33321, 3.67142, -0.81536], [-7.09428, 3.57864, 0.53730], [-6.87863, 2.09423, 1.00169], [2.30516, 3.68496, -0.75753], [1.31940, 3.69402, -1.82383], [1.55968, 3.76983, 0.47096], [3.11194, 4.85225, -0.97188], [5.44144, 4.76871, 2.45186], [5.47860, 0.83457, 3.32969], [4.17182, 1.88359, 4.20482], [2.85078, 2.05974, 2.27186], [3.73532, 0.51844, 1.74441], [5.48358, 2.40290, 0.48514], [4.16941, 3.58940, 0.97519], [2.35490, 1.38346, -0.00220], [2.44232, 1.63881, -1.99379], [4.25909, 2.66930, -1.76566], [5.30980, 0.68127, -1.59998], [4.51169, -0.20377, -0.19568], [3.48935, -0.08285, -3.20763], [4.32847, -1.51530, -2.38244], [1.72339, -0.45374, -1.02535], [1.50593, -1.12963, -2.71249], [3.27940, -3.09540, -1.33610], [1.62516, -3.32491, -2.08589], [1.87782, -4.01867, 0.49507], [0.32992, -3.21364, -0.05063], [1.88403, -2.39680, 2.29544], [2.60895, -1.26192, 0.94410], [0.07104, -0.65181, 0.30181], [0.76118, 0.05511, 1.84482], [-0.54526, -2.63831, 2.54115], [-1.12971, -0.87335, 2.91656], [-2.57757, -2.76598, 1.25958], [-1.81172, -1.62304, -0.00050], [-2.88308, 0.27410, 1.99897], [-4.07358, -1.13654, 2.11075], [-3.51325, 0.77461, -0.26071], [-3.84842, -1.01852, -0.69077], [-6.10980, -0.66669, -0.56925], [-5.95914, -0.42016, 1.26535], [-5.08879, 1.99873, -1.95222], [-6.27820, 4.59672, -1.47228], [-7.66742, 4.40315, 1.07246], [-7.34559, 1.72088, 1.96476], [9.02509, -3.86223, 2.48014], [8.62970, -3.35119, 1.24765], [7.41740, -2.68020, 1.12829], [6.61035, -2.52305, 2.25284], [6.99649, -3.03855, 3.48783], [8.20915, -3.71061, 3.59740], [5.34530, -1.79532, 2.13635], [5.03211, -1.37385, 1.03090], [4.67724, -1.64698, 3.14971], [9.97494, -4.38068, 2.57082], [9.26893, -3.47340, 0.37965], [7.12034, -2.28625, 0.16233], [6.37111, -2.92406, 4.36626], [8.52102, -4.11350, 4.55520], [-9.89618, 2.09607, -4.11092], [-10.23758, 1.24713, -5.16039], [-9.73491, -0.04861, -5.19939], [-8.89382, -0.48475, -4.17788], [-8.54433, 0.36380, -3.13012], [-9.04746, 1.65643, -3.09890], [-8.38084, -1.85664, -4.19968], [-8.69370, -2.56705, -5.14448], [-7.67264, -2.21501, -3.27036], [-10.29447, 3.10578, -4.08122], [-10.89844, 1.59583, -5.94708], [-10.00769, -0.70037, -6.02179], [-7.88707, 0.03472, -2.33265], [-8.77786, 2.31767, -2.28138]],
  "mulliken_charge": [-0.5916, 0.4517, -0.4963, -0.1997, 0.8848, -1.2879, 0.7363, -0.1266, -1.1565, 0.4455, -0.7220, -0.8264, 0.8095, -0.3413, -0.8029, -0.7729, -0.4704, -0.6601, -0.2643, 0.3589, -0.3680, -0.5494, -0.4829, -0.3096, 0.5294, -0.3066, -0.2745, -0.2783, 0.3647, -0.0139, 0.3288, 0.2265, -0.7279, 0.3920, 0.1504, -0.5229, 0.0296, -0.1638, 0.4389, -0.1122, 0.3426, 0.3749, -0.4377, 0.4128, 0.3139, 0.2560, 0.2593, 0.2542, 0.5217, -1.0172, 0.1147, 0.2604, 0.3701, 0.3578, 0.2619, 0.4686, 0.2834, 0.2791, 0.3477, 0.2878, -0.0157, 0.3558, 0.3329, 0.3396, 0.3069, 0.3217, -0.3973, -0.5998, -0.2112, 0.0589, -0.4314, -0.4681, 1.1081, -0.7250, -0.5747, 0.3683, 0.3718, 0.4553, 0.4397, 0.3651, -0.4503, -0.4096, -0.3524, -0.0867, -0.1564, -0.3545, 1.0117, -0.6080, -0.5958, 0.3830, 0.3658, 0.4246, 0.4627, 0.3351],
  "total_charge": -1,
  "lumo_ev": 0.69
}

***

| no. | E_tot (Eh) |
| --- | --- |
| 1 | -339.55442 |
| 2 | -2814.09043 |
| 3 | -2542.43641 |